# 1
{"formula": "C8H24O4S", "method": "ωB97M-V/def2-TZVPD", "e_lumo_ev": 0.308, "largest_force_ev_per_a": 16.83, "homo_energy_ha": -0.341, "total_energy_ev": -27704.10775, "species": ["H", "C", "C", "H", "O", "H", "H", "O", "H", "C", "C", "H", "H", "H", "H", "H", "C", "H", "H", "O", "C", "H", "H", "H", "H", "H", "H", "H", "H", "H", "C", "H", "C", "S", "H", "H", "O"], "xyz": [[-0.584, 2.282, 1.515], [-0.512, 1.656, 3.470], [-3.324, -2.993, 1.401], [0.522, 2.483, -3.276], [-4.180, -4.033, 1.757], [-0.259, -2.658, -0.688], [-0.098, 0.540, 1.673], [1.381, 1.894, 1.918], [-1.613, -2.181, 2.250], [3.486, 2.055, -2.552], [-2.122, -3.233, 2.276], [-2.994, -2.842, 0.380], [0.610, 4.070, -2.829], [3.418, 1.056, -2.321], [4.350, 2.457, -1.996], [-4.023, -4.717, 1.397], [-0.024, 1.519, 2.031], [-1.541, 1.282, 3.700], [1.769, 3.486, -4.095], [1.651, 2.182, -0.865], [1.214, 3.245, -3.132], [-2.120, -3.601, 3.338], [-0.430, 2.765, 3.843], [1.500, 0.422, -0.814], [-3.805, -2.051, 1.834], [3.608, 2.159, -3.465], [-0.505, -0.175, -1.129], [0.782, -3.060, -2.152], [0.037, 1.174, 4.261], [0.435, -0.223, -2.487], [0.041, -2.355, -1.618], [1.613, 2.019, 0.917], [0.216, -0.790, -1.516], [2.362, 3.159, -1.764], [-0.869, -2.573, -2.195], [-1.378, -3.929, 1.738], [1.387, -0.495, -0.805]], "forces_ev_per_angstrom": [[-0.5243, -0.2320, -0.8815], [-0.2912, 1.9088, 1.6344], [-0.1602, 0.8800, 3.6844], [-0.5475, -2.1370, 0.1407], [-5.2428, 13.7621, 6.5427], [0.0168, -1.2176, 2.6445], [-0.6624, -1.5257, -0.7822], [-0.1298, 0.1706, -1.5989], [-0.1620, -1.8248, 0.4300], [1.6719, 1.9114, 8.2444], [4.2409, 1.6177, -0.8791], [-0.4770, -0.2859, -0.4385], [-0.6166, 1.0482, -0.2993], [-0.9688, -2.2116, 0.9843], [0.6876, -0.8499, -0.7125], [3.5035, -14.5014, -7.8007], [1.5090, 2.0342, 1.3511], [0.4972, 0.5174, -0.8696], [-0.7695, -0.1223, 1.2127], [-0.2345, 0.8231, 1.2121], [1.5907, 2.7661, -1.2132], [-1.0293, 0.5840, -1.1375], [-0.4500, -1.8007, -1.0360], [0.3679, 2.3743, 0.0927], [0.3264, -1.1041, -1.1435], [1.0460, 1.4590, -8.5818], [-2.9471, 0.4089, 1.3735], [-0.4570, 1.8000, 1.2933], [0.9075, -0.7024, -0.1650], [-0.8003, -1.4343, 0.0692], [-0.4526, 1.2764, -3.1703], [-0.8664, -0.3334, 2.4607], [3.6332, -0.7898, -3.2562], [-1.8516, -2.4755, -1.0807], [-0.0392, 0.3860, -0.1769], [-0.9774, 0.8930, 0.7244], [0.6590, -3.0729, 1.1281]], "nbo_charge": [0.160, -0.634, -0.083, 0.249, -0.683, 0.208, 0.170, -0.775, 0.198, -0.795, -0.634, 0.174, 0.229, 0.261, 0.223, 0.432, -0.072, 0.210, 0.228, -1.041, -0.825, 0.231, 0.202, 0.486, 0.173, 0.205, 0.168, 0.226, 0.212, 0.128, -0.633, 0.503, -0.051, 1.306, 0.202, 0.192, -0.751]}

# 2
{"formula": "C8H24O5", "method": "ωB97M-V/def2-TZVPD", "e_lumo_ev": 0.273, "largest_force_ev_per_a": 10.82, "homo_energy_ha": -0.315, "total_energy_ev": -18914.86694, "species": ["C", "H", "H", "H", "H", "C", "H", "H", "H", "C", "O", "C", "H", "H", "O", "H", "O", "C", "H", "H", "C", "H", "H", "H", "O", "H", "H", "H", "O", "C", "H", "H", "H", "C", "H", "H", "H"], "xyz": [[0.633, 1.304, -0.078], [-1.018, -3.569, -1.941], [-2.277, 0.659, 1.996], [-4.628, 2.208, 0.848], [5.058, -0.313, -0.506], [-3.355, 0.824, 1.988], [-4.442, 0.717, 0.100], [2.934, 0.570, 1.555], [-0.357, 1.986, -1.884], [3.826, 0.711, 0.945], [-1.673, 0.688, -1.023], [-3.856, 1.472, 0.625], [-2.330, 1.382, -0.624], [3.598, -1.380, -1.505], [-2.697, 2.065, -0.059], [-3.800, 1.162, 2.923], [3.172, -1.009, -0.729], [-1.073, -2.560, -1.533], [-3.700, -0.209, 2.020], [0.258, -0.552, 0.117], [-0.638, 1.695, -0.872], [4.472, -1.353, 0.820], [4.687, 0.988, 1.554], [1.326, 2.126, 0.102], [-0.440, -1.211, 0.148], [0.320, 0.944, 0.902], [0.923, -2.551, -0.803], [-1.146, -0.112, -1.076], [1.090, 0.050, -0.536], [4.209, -0.545, 0.137], [3.568, 1.542, 0.289], [-0.268, -3.390, 0.199], [-1.083, 2.458, -0.233], [-0.084, -2.492, -0.391], [-2.066, -2.570, -1.084], [1.982, -0.034, -0.190], [-1.125, -1.701, -2.201]], "forces_ev_per_angstrom": [[-2.8680, -0.8366, 0.7705], [0.1373, 0.2106, -1.0817], [0.0383, 0.7312, 0.1918], [0.3386, 0.5223, -0.0180], [0.2989, 0.0811, 0.3178], [-0.9325, -1.2005, -0.9590], [0.6495, -0.2684, -0.7665], [0.1972, -0.2804, 0.3878], [0.0533, 0.4144, 0.0870], [-0.1851, -0.4352, -0.7731], [8.1547, -5.2110, -4.8388], [1.6689, 0.6605, 1.4361], [-4.1031, 1.0008, 1.3044], [-0.2311, -0.0371, -0.0846], [-8.0159, 5.0326, 5.2443], [0.4718, 0.9026, -0.1010], [1.1351, -0.3886, 0.2175], [-1.0185, -1.5737, 0.4442], [-0.1868, -0.3690, -0.2970], [0.6817, -1.4192, 0.3383], [2.6829, 0.5895, -0.1709], [0.1659, 0.0092, 0.0787], [-0.2183, 0.0361, 0.1199], [0.2173, -0.1225, -0.7916], [-3.5560, -4.3308, 2.6650], [-0.6094, 1.3691, 0.8807], [0.3405, 0.3218, 0.3489], [-0.4885, -1.5217, 0.3722], [4.2627, 4.1650, -2.7851], [0.3617, 0.2264, 0.1078], [0.3219, 0.0802, -0.1811], [0.1225, 0.4384, 0.8457], [0.4372, 0.3312, -0.9126], [-1.0771, 1.7663, -1.5437], [-0.1532, 0.1375, 0.2576], [0.1764, -0.5984, -0.6887], [0.7292, -0.4339, -0.4227]], "nbo_charge": [-0.126, 0.197, 0.216, 0.166, 0.171, -0.652, 0.157, 0.213, 0.175, -0.656, -0.705, -0.081, 0.436, 0.495, -0.786, 0.202, -0.743, -0.623, 0.196, 0.460, -0.131, 0.173, 0.237, 0.201, -0.785, 0.171, 0.162, 0.524, -0.704, -0.066, 0.210, 0.169, 0.277, -0.073, 0.209, 0.516, 0.199]}

# 3
{"formula": "C8H25CrO10S", "method": "ωB97M-V/def2-TZVPD", "e_lumo_ev": [4.788, 4.194], "charge": -2, "largest_force_ev_per_a": 5.01, "homo_energy_ha": [0.004, -0.019], "multiplicity": 6, "total_energy_ev": -68429.20541, "species": ["H", "C", "C", "H", "H", "H", "H", "H", "O", "O", "O", "H", "O", "O", "H", "C", "H", "H", "C", "H", "H", "O", "H", "H", "C", "H", "S", "C", "H", "O", "O", "H", "H", "H", "H", "O", "H", "C", "H", "H", "H", "O", "Cr", "C", "H"], "xyz": [[0.087, -16.831, 1.827], [-2.830, -18.290, -3.708], [-0.894, -16.507, 1.481], [-4.111, -19.900, 1.524], [-0.727, -17.721, 4.384], [-1.932, -14.805, 1.733], [-1.083, -17.271, -2.739], [-1.870, -19.898, 5.630], [0.727, -19.255, 2.794], [-0.829, -23.806, 2.680], [-0.950, -21.621, 1.840], [3.298, -20.005, 3.362], [-0.474, -23.388, 0.420], [-1.871, -17.527, 1.580], [-2.614, -16.566, -2.404], [-2.122, -17.530, -2.535], [0.122, -18.967, -0.324], [-1.761, -17.256, 5.722], [3.063, -19.538, 2.405], [-2.314, -17.298, 3.990], [-2.994, -17.675, -4.593], [-2.308, -19.926, 3.758], [4.029, -19.142, 2.093], [0.843, -19.412, 3.734], [-1.742, -17.794, 4.774], [-3.355, -19.249, 5.243], [-1.279, -23.024, 1.592], [1.871, -18.624, 2.306], [-0.226, -14.628, 2.405], [-2.231, -18.171, -1.287], [-2.695, -22.998, 1.267], [-0.700, -16.293, 0.430], [-2.153, -18.996, -4.190], [-1.859, -20.756, 3.933], [-3.675, -18.901, -3.391], [-0.437, -19.761, -0.212], [-1.576, -18.858, -1.143], [-1.116, -15.249, 2.304], [1.674, -18.377, 1.262], [-1.531, -15.398, 3.300], [2.855, -20.356, 1.714], [-3.298, -19.917, 0.982], [-1.320, -19.649, 1.680], [-2.321, -19.224, 4.902], [1.924, -17.698, 2.879]], "forces_ev_per_angstrom": [[0.5042, -0.6968, 0.1563], [1.5512, -0.2452, -0.1884], [0.1460, -2.4261, 0.6652], [0.2138, -0.0775, 0.0154], [0.1405, -0.5524, 0.0655], [-0.0031, 1.0768, 0.2533], [0.3055, -0.2518, -0.4779], [0.7432, 0.6323, 0.7496], [-0.7364, -0.5755, 0.3049], [-0.0214, -2.1056, 3.8488], [0.8394, 4.2030, 2.3334], [-0.5903, 0.2016, 0.3922], [-0.0099, -0.7265, -0.8135], [1.0569, 0.4924, 0.8966], [-0.2415, 0.1899, -0.0548], [-0.9105, -0.5446, 0.4768], [-0.2501, -0.4496, 0.0749], [-0.2839, 0.0309, 0.0817], [0.7694, -0.8144, -0.6445], [-0.1809, 0.1445, 0.1493], [-0.7900, 0.6160, 0.2504], [0.4490, -1.3067, -2.9649], [-0.1039, 0.5988, -0.2467], [-0.0319, -0.1887, 0.0900], [-0.4110, -0.5986, -0.1199], [-0.4137, 0.9463, 0.2590], [0.8322, 0.1084, -4.9406], [0.3133, 0.5721, 0.3962], [-0.0149, 0.1994, -0.3601], [-1.4761, 1.4879, -1.3251], [-1.9977, -0.9500, 0.5355], [-0.2065, 0.6328, -0.4483], [0.3956, -0.5027, 0.5127], [0.0244, -0.6217, -0.8237], [-0.2089, 0.5442, 0.0972], [0.4242, 1.1536, 0.1765], [1.1488, -1.2446, 0.5747], [-1.5576, 0.1590, -0.6563], [-0.0016, -0.0335, 0.0661], [0.2044, -0.4592, 0.0535], [-0.0146, -0.2214, 0.0649], [-1.5631, -0.2489, -0.5654], [1.2248, 0.4442, -1.3020], [-0.0014, 0.9982, 2.5520], [0.7341, 0.4096, -0.1604]], "lowdin_spin": [0.001, 0.000, 0.006, 0.024, 0.001, 0.000, 0.000, 0.001, 0.043, 0.000, 0.040, 0.000, 0.004, 0.042, 0.000, 0.000, 0.005, 0.000, 0.002, 0.000, 0.000, 0.020, 0.001, 0.004, 0.001, 0.000, 0.007, 0.006, 0.000, 0.003, 0.020, 0.001, 0.000, 0.001, 0.000, 0.026, 0.001, 0.001, 0.001, 0.000, 0.000, 0.984, 3.752, 0.003, 0.001]}